Here is an isolated molecule of C8H15NSi from the Open Molecules 2025 dataset. Energies are from wB97M-V/def2-TZVPD.

SMILES: CN[Si](C)(C)C1C=CC=C1
Relative energy (zero: lowest compared OMol25 entry of this formula, charge and spin) (kJ/mol): 115.9
E_HOMO (eV): -8.174
M (g mol⁻¹): 153.30
LUMO (hartree): 0.032
Largest force on an atom (hartree/bohr): 0.11541

The geometry in XYZ format:
```
25
Properties=species:S:1:pos:R:3:forces:R:3
C 0.80834 3.04235 0.85606 -1.949 -1.125 0.853
C 2.05292 2.33434 0.76283 0.586 0.525 -1.509
C -0.14368 2.12436 1.25044 1.326 -1.004 -0.540
C 1.84984 1.01151 0.90265 1.154 -3.138 1.335
C 0.44103 0.67686 1.23949 0.227 4.647 -3.684
C 0.06827 -2.94321 0.58270 -0.292 -1.066 -1.826
C -2.17690 -0.11474 -0.05439 1.345 -3.086 -2.320
C 0.13861 0.67444 -2.12941 -0.330 -0.936 1.809
N 0.38807 -1.91666 -0.39677 0.052 2.998 -1.369
Si -0.25475 -0.24324 -0.43477 -0.801 -0.264 0.832
H 0.57161 4.09463 0.63014 0.496 -0.637 0.311
H 2.92502 2.85398 0.38793 0.336 -0.371 0.256
H -1.15265 2.34045 1.47479 -0.957 0.185 0.078
H 2.56075 0.09559 0.95313 -0.715 2.157 -0.428
H 0.23424 0.04856 2.01908 -0.499 -1.664 2.023
H 0.80329 -2.99154 1.33385 1.277 -0.536 0.898
H -0.84234 -2.76018 1.16448 -0.178 0.268 -0.699
H -0.03698 -3.92686 0.00426 0.100 1.067 1.265
H -2.48397 0.85290 -0.18956 -0.567 2.757 0.557
H -2.78975 -0.58371 -0.85677 0.628 -0.227 0.076
H -2.53217 -0.63055 0.80839 -0.022 0.167 1.070
H -0.80568 0.71525 -2.66914 -0.041 0.241 0.007
H 0.47436 1.65971 -1.80149 0.025 0.090 -0.422
H 0.86069 0.17079 -2.76848 0.190 0.067 0.193
H 1.32318 -1.84400 -0.88744 -1.394 -1.114 1.233
```
Forces are in eV/Å.

Here is a structure of composition C18H50Ca2N2O12S from the Open Molecules 2025 dataset. Energies are from wB97M-V/def2-TZVPD.

Charge: +2
Relative energy (zero: lowest compared OMol25 entry of this formula, charge and spin) (kJ/mol): 1055.6
E_HOMO (eV): -11.416
M (g mol⁻¹): 598.82
LUMO (hartree): -0.243
Largest force on an atom (hartree/bohr): 0.06442

The geometry in XYZ format:
```
85
Properties=species:S:1:pos:R:3:forces:R:3
Ca 1.60022 -2.76739 4.36127 1.339 1.401 -2.377
Ca -0.18587 2.01458 -2.40482 -1.182 0.289 1.416
S -0.05836 -0.48550 1.17972 2.000 1.195 -0.448
O 0.20425 0.02193 2.52596 0.032 0.661 2.097
O -1.21774 0.09323 0.54678 -3.291 0.227 -0.302
O 1.00573 -0.02093 0.27161 2.540 0.685 -1.617
O 0.01688 -1.93122 1.29251 -0.508 -2.686 0.130
C -2.81140 3.51455 5.41723 0.124 -0.287 0.003
O -1.42221 3.23198 5.65114 -0.422 0.535 0.131
H -3.16776 4.41089 5.92484 0.657 0.079 0.215
H -2.99303 3.68125 4.35547 -0.148 -0.212 -0.076
H -3.41660 2.69893 5.81295 -0.175 -0.125 -0.273
H -1.15621 2.57481 5.00386 -0.014 -0.050 -0.069
C -4.07363 -4.26673 -1.29547 0.017 0.702 -0.637
O -2.88641 -4.87659 -0.84515 0.135 -0.338 0.194
H -4.42517 -4.73174 -2.21650 0.031 -0.392 0.224
H -4.87214 -4.24927 -0.55372 -0.018 -0.120 0.067
H -3.82549 -3.24613 -1.58680 -0.321 0.326 0.059
H -2.44789 -4.21199 -0.30887 0.222 -0.105 0.120
C -5.64901 -0.62923 2.89815 0.601 0.004 -0.487
O -5.57151 0.17845 1.71937 -0.920 0.331 0.181
H -5.36237 -1.63305 2.58464 0.263 -0.210 0.625
H -5.01839 -0.18656 3.66917 0.291 -0.397 0.121
H -6.63895 -0.70721 3.34763 -0.256 0.441 -0.654
H -4.65879 0.21849 1.42450 0.127 -0.171 0.191
C 0.49431 4.77946 -0.13754 -0.285 -0.046 0.562
O -0.69374 4.33257 -0.84095 0.944 -1.284 -0.531
C -1.65313 5.34065 -1.12632 -0.902 0.902 0.153
C -2.97845 4.73837 -1.65760 2.152 0.364 1.326
N -2.64498 4.07881 -2.91059 -1.008 -0.911 0.298
C -2.55457 5.01324 -4.02654 0.893 -0.466 -0.617
C -2.33138 4.19840 -5.29895 -1.411 0.592 0.011
O -1.29531 3.24203 -5.19602 0.045 0.426 0.882
C -0.90905 2.79977 -6.47336 0.701 -0.660 -0.334
H 0.76627 5.81193 -0.35693 -0.137 -0.056 -0.316
H 1.33809 4.11996 -0.34052 -0.080 -0.074 -0.498
H 0.37623 4.68408 0.94184 -0.457 0.115 0.031
H -1.22654 6.01822 -1.86593 0.043 0.211 0.065
H -1.86634 5.89596 -0.21293 0.083 0.107 0.065
H -3.79040 5.45938 -1.75237 0.247 0.438 -0.060
H -3.28288 4.05720 -0.86298 -0.170 -0.529 -0.397
H -3.53120 3.63882 -3.11338 0.004 -1.082 -0.273
H -1.73717 5.71816 -3.87477 -0.062 0.041 0.000
H -3.49863 5.54689 -4.13639 0.053 0.343 -0.117
H -2.28116 4.86726 -6.15814 1.059 0.238 -0.056
H -3.27857 3.72718 -5.56140 -0.205 -0.771 0.346
H -1.71090 2.26703 -6.98455 -0.239 0.337 -0.152
H -0.12160 2.05772 -6.34150 0.153 0.093 0.027
H -0.50966 3.64040 -7.04075 -0.156 -0.114 -0.286
C 2.14285 -5.66644 2.33127 -0.738 -0.872 0.006
O 2.97415 -4.60837 2.67221 0.075 2.145 1.081
C 3.97551 -4.29652 1.68996 0.125 -0.421 0.775
C 4.95710 -3.24611 2.21996 -1.127 -0.235 0.200
N 4.23892 -2.01623 2.61358 -0.066 -1.379 0.375
C 5.18906 -1.15091 3.31752 -1.762 0.586 0.971
C 4.42299 -0.23263 4.31410 0.038 -0.056 -0.610
O 3.57037 -1.01531 5.22970 0.645 -0.942 -1.418
C 3.49114 -0.38911 6.47499 -1.150 0.986 1.158
H 1.71291 -5.63637 1.33010 0.079 0.438 -0.141
H 1.32319 -5.58737 3.04543 -0.265 -0.573 -0.040
H 2.65269 -6.62483 2.42953 0.019 -0.105 0.188
H 3.44134 -3.97842 0.79465 0.258 0.036 -0.241
H 4.46717 -5.26270 1.57650 0.456 0.186 -0.719
H 5.70293 -3.04300 1.45146 0.178 -0.111 -0.084
H 5.45863 -3.57646 3.12959 0.065 -0.472 -0.237
H 3.86385 -1.65185 1.74949 -0.166 0.862 0.064
H 5.78389 -0.60092 2.58829 0.295 0.300 0.450
H 5.78880 -1.77493 3.98010 0.341 -0.082 -0.423
H 3.78665 0.49535 3.81087 -0.200 -0.131 -0.136
H 5.12758 0.34720 4.91028 0.113 -0.219 0.121
H 2.68644 -0.83814 7.05715 -0.127 -0.236 -0.059
H 3.18420 0.64510 6.31915 0.118 0.199 0.188
H 4.35909 -0.41324 7.13391 0.471 -0.214 -0.538
C 0.55663 -3.91903 -5.08250 -0.319 -0.138 -0.361
C 0.97272 -2.75903 -4.19778 1.223 -0.967 -0.364
C 2.38388 -2.19557 -4.45752 -0.577 -0.898 1.112
O 0.09133 -1.68847 -4.37982 -1.037 1.189 0.004
H 0.64321 -3.72852 -6.15223 0.386 0.144 -0.083
H -0.50739 -4.09643 -4.92602 -0.155 -0.142 0.219
H 1.05700 -4.85638 -4.83935 0.165 0.158 -0.025
H 0.87134 -3.16575 -3.19159 0.176 0.425 0.384
H 2.63398 -1.55106 -3.61480 -0.132 0.626 -0.249
H 2.38267 -1.69016 -5.42325 0.376 -0.094 0.122
H 3.12989 -2.98036 -4.33232 0.055 -0.145 -0.674
H -0.56413 -1.97594 -5.01960 -0.220 0.149 0.022
```
Forces are in eV/Å.

Here is a cluster of 2 separate species, CH6N2O in total from the Open Molecules 2025 dataset. Energies are from wB97M-V/def2-TZVPD.

Relative energy (zero: lowest compared OMol25 entry of this formula, charge and spin) (kJ/mol): 0.0
E_HOMO (alpha / beta) (eV): -9.248 / -9.872
M (g mol⁻¹): 62.07
2S+1: 3
LUMO (alpha / beta) (hartree): 0.033 / -0.056
Largest force on an atom (hartree/bohr): 0.05927

The geometry in XYZ format:
```
10
Properties=species:S:1:pos:R:3:forces:R:3
C -0.01728 -0.61937 -1.06370 -1.242 -0.471 -1.831
N -0.64941 1.19026 1.31205 0.469 2.907 0.785
N 0.85497 0.11636 -0.32186 1.841 0.795 1.288
O -0.65551 -1.69543 -0.37473 1.098 -0.741 0.766
H -0.87817 -0.16391 -1.63923 0.739 0.286 0.766
H 0.54700 -1.10930 -1.85856 0.525 0.092 -0.610
H -0.99975 1.92499 0.66452 0.297 -0.133 0.378
H -1.21088 0.44473 1.04667 -1.412 -2.364 -0.429
H 1.28001 1.07553 -0.43330 -1.241 -1.565 -0.866
H 0.04104 -2.36604 -0.12626 -1.074 1.193 -0.247
```
Forces are in eV/Å.

Here is a structure of composition C28H28FeNO3 from the Open Molecules 2025 dataset. Energies are from wB97M-V/def2-TZVPD.

Charge: +1
Relative energy (zero: lowest compared OMol25 entry of this formula, charge and spin) (kJ/mol): 121.4
E_HOMO (alpha / beta) (eV): -7.737 / -10.966
M (g mol⁻¹): 482.38
2S+1: 5
LUMO (alpha / beta) (hartree): -0.095 / -0.250
Largest force on an atom (hartree/bohr): 0.09328

The geometry in XYZ format:
```
61
Properties=species:S:1:pos:R:3:forces:R:3
C -2.96833 -3.34477 1.54535 0.460 -0.298 -0.065
C -1.84203 -4.11512 1.28788 -0.333 0.252 -0.022
C -0.54073 -3.56537 1.39210 -0.215 0.686 0.440
C 0.61343 -4.31133 1.04670 0.758 0.150 0.038
C 1.87403 -3.75581 1.17261 -0.523 -0.442 -0.112
C 2.02861 -2.46137 1.70555 -0.111 0.182 -0.032
C 0.93588 -1.68834 2.05535 -0.246 0.128 0.086
C 1.11760 -0.28648 2.62675 -0.011 -0.186 0.157
C 1.06694 0.75293 1.51608 -0.975 -1.541 -0.088
C 1.33580 2.19692 1.92283 0.394 1.077 -0.176
C 2.54908 2.73640 1.12292 -0.092 -0.198 -0.434
C 3.77805 1.85144 1.43135 -0.364 1.250 0.355
C 3.47601 0.44809 0.96499 -0.448 -1.785 -1.033
N 2.04284 0.36295 0.51129 1.111 1.763 -0.166
C 1.88314 1.16541 -0.72393 -0.208 -1.888 -0.444
C 2.24833 2.60324 -0.41136 0.553 1.435 1.033
C -0.39017 -2.21688 1.88027 0.203 -0.532 -0.330
C -1.55782 -1.47144 2.16268 -0.488 -0.035 0.005
C -2.82260 -2.01287 1.97703 0.569 0.224 0.030
H -3.96547 -3.76580 1.41822 0.292 0.066 0.074
H -1.93800 -5.16293 0.99527 -0.033 0.343 -0.016
H 0.48911 -5.33334 0.68607 0.066 0.282 0.044
H 2.75928 -4.31605 0.87945 -0.222 0.044 0.107
H 3.03509 -2.07163 1.85751 -0.296 -0.262 0.010
H 0.32496 -0.06715 3.35132 0.331 0.014 -0.020
H 2.08373 -0.20221 3.14775 -0.344 -0.094 0.009
H 0.08226 0.68481 1.01533 0.371 -0.029 0.202
H 0.43249 2.78543 1.71558 0.305 0.034 0.089
H 1.53498 2.24984 2.99848 -0.006 -0.020 -0.121
H 2.74456 3.78284 1.38384 -0.045 -0.238 -0.100
H 4.66464 2.21721 0.90798 -0.099 0.041 0.110
H 3.99339 1.84556 2.50245 -0.026 0.103 -0.067
H 4.07003 0.19539 0.07580 -0.152 -0.083 0.330
H 3.67383 -0.30159 1.73445 -0.110 0.284 -0.252
H 2.57841 0.72918 -1.45107 -0.282 0.145 0.000
H 0.85713 1.06132 -1.10720 0.304 -0.074 0.277
H 1.43685 3.29197 -0.68283 0.299 -0.261 -0.026
H 3.14039 2.88154 -0.99077 -0.295 0.053 0.202
H -1.46739 -0.45128 2.53973 -0.135 -0.306 -0.133
H -3.69877 -1.39916 2.17676 0.160 -0.182 -0.023
O -1.37234 8.48547 -3.03026 0.726 -2.230 0.469
C -1.16795 7.39103 -2.70112 -1.227 4.314 -1.699
Fe -1.10517 5.86131 -1.82252 1.376 -0.890 -2.499
C -0.10584 5.03726 -3.03936 1.995 -1.912 -1.542
O 0.64202 4.47557 -3.72732 -1.354 1.155 1.010
C 0.34011 6.44246 -0.98288 3.503 1.501 2.126
O 1.27599 6.92961 -0.49739 -1.867 -1.022 -0.864
C -1.32752 4.06846 -0.56749 -0.696 -2.115 1.965
C -1.79056 4.57810 0.68952 1.068 -1.816 -0.355
C -2.24850 5.85556 0.77403 -0.599 2.102 -0.199
C -2.33807 6.67448 -0.41015 -1.364 1.078 2.678
C -3.17796 6.25434 -1.49804 -0.811 -0.542 -0.583
C -3.18928 4.96196 -1.99328 -1.949 0.727 -0.621
C -2.12707 4.07509 -1.73866 1.187 -0.643 -0.306
H -0.48536 3.36178 -0.58960 -0.730 -0.063 0.250
H -1.66593 3.96529 1.59173 0.252 0.398 -0.275
H -2.49915 6.31659 1.73438 0.446 -0.113 -0.207
H -2.22006 7.76036 -0.26847 -0.589 -0.545 0.095
H -3.83554 7.00492 -1.94916 0.280 -0.223 0.029
H -3.85715 4.69876 -2.82298 0.217 0.313 0.383
H -1.97676 3.24441 -2.43805 0.022 0.424 0.207
```
Forces are in eV/Å.